C47H54Ge2N3O3PV as an isolated structure, computed with the ωB97M-V functional and the def2-TZVPD basis.

The orbital gap (alpha / beta) is 6.64 / 6.45 eV. Its expectation value of S² is 1.01. For the total energy, the calculation gives -208221.38578 eV.

Structure (ORCA input):
```
! RIJCOSX wB97M-V def2-TZVPD def2/J DEFGRID3
* xyz 2 2
V -0.72996 -0.73319 0.49076
O -0.18300 -7.55660 -0.15766
C -1.11564 -6.88033 -0.96724
C -1.05496 -5.41484 -0.63601
C -1.94985 -4.52689 -1.21859
C -1.85810 -3.18799 -0.91846
N -0.94353 -2.70617 -0.05820
C -0.09637 -3.56642 0.53925
C -0.12149 -4.91618 0.26376
C 0.69356 -2.96434 1.65966
C 1.52705 -3.68592 2.47378
C 2.00993 -3.12465 3.65396
C 2.89317 -3.95218 4.56054
O 2.16542 -5.03390 5.10951
C 1.57621 -1.85592 3.98815
C 0.76197 -1.16663 3.10717
N 0.36592 -1.68089 1.93878
H -0.21088 -8.50032 -0.34668
H -2.13809 -7.23370 -0.80439
H -0.89408 -6.99717 -2.03342
H -2.71150 -4.86715 -1.90931
H -2.51497 -2.46257 -1.38186
H 0.55884 -5.59993 0.74975
H 1.78534 -4.70639 2.22159
H 3.35413 -3.32423 5.32423
H 3.69134 -4.39834 3.96925
H 1.62632 -4.72610 5.84665
H 1.87445 -1.38815 4.91830
H 0.42061 -0.16666 3.33148
C -1.08666 0.24595 -4.29542
C -1.34850 -0.60773 -3.04706
Ge 0.28492 -0.75900 -1.94587
C 1.14643 -2.44471 -2.42774
C 1.34272 -2.52375 -3.94796
C 1.51007 0.61419 -2.50477
C 2.11573 1.35359 -1.57926
Ge 1.73739 0.59677 0.18564
C 3.10795 -0.76422 0.44915
C 4.50269 -0.16205 0.67935
C 1.61329 1.63126 1.85903
C 2.32892 2.97983 2.00164
C 3.06139 2.46755 -1.90291
C 3.89043 3.02664 -0.94174
C 4.76798 4.06158 -1.24186
C 4.82174 4.56470 -2.53101
C 3.99390 4.02387 -3.51055
C 3.12647 2.99056 -3.19841
H -1.98570 0.30843 -4.91095
H -0.29319 -0.17017 -4.91725
H -0.79218 1.26621 -4.04272
H -1.60935 -1.63097 -3.33431
H -2.19702 -0.21255 -2.49204
H 0.57326 -3.30421 -2.07639
H 2.11175 -2.47560 -1.91744
H 0.39115 -2.50099 -4.48340
H 1.84867 -3.44779 -4.23258
H 1.95294 -1.69951 -4.32222
H 1.73817 0.74747 -3.56353
H 3.11016 -1.39523 -0.44180
H 2.83907 -1.39757 1.29577
H 4.86472 0.37245 -0.19803
H 5.23058 -0.94411 0.90302
H 4.51783 0.53625 1.52188
H 2.01748 0.94298 2.60155
H 0.55098 1.76161 2.09000
H 3.40661 2.84583 2.09406
H 1.99352 3.47882 2.91384
H 2.14632 3.65137 1.16836
H 3.87763 2.63424 0.06023
H 5.41000 4.46841 -0.47034
H 5.50064 5.37139 -2.77575
H 4.02803 4.41018 -4.52149
H 2.48511 2.59444 -3.97775
O -2.29344 -2.37932 2.57901
N -2.36959 -1.02135 2.13198
C -2.64036 -0.28349 3.14146
C -2.94887 1.15437 3.10305
C -3.65087 1.59435 4.22400
C -4.20507 2.86369 4.26440
C -4.07409 3.69090 3.16335
C -3.35826 3.26612 2.04935
C -2.75941 2.01247 2.01205
P -1.84864 1.51594 0.50256
C -0.98288 3.00463 -0.06352
C -0.51503 3.00967 -1.37874
C 0.16461 4.10819 -1.88163
C 0.38406 5.21525 -1.07203
C -0.06691 5.21334 0.24047
C -0.73553 4.10821 0.74932
C -3.23246 1.27675 -0.67764
C -3.94216 0.07374 -0.62756
C -5.00566 -0.15551 -1.48858
C -5.37371 0.81873 -2.40751
C -4.68648 2.02396 -2.44778
C -3.62401 2.25786 -1.58425
H -2.84710 -2.86419 1.94820
H -2.76898 -0.79102 4.09312
H -3.78436 0.92176 5.06287
H -4.75067 3.19140 5.13934
H -4.52551 4.67481 3.16585
H -3.26953 3.93221 1.20029
H -0.68353 2.15254 -2.01883
H 0.52771 4.09784 -2.90150
H 0.91293 6.07583 -1.46233
H 0.11299 6.06881 0.87881
H -1.06031 4.12048 1.78171
H -3.67947 -0.68478 0.10017
H -5.55207 -1.08882 -1.43710
H -6.20136 0.64513 -3.08298
H -4.97995 2.79376 -3.15011
H -3.10194 3.20307 -1.63501
*
```



C47H54MnN2O7S as an isolated structure, computed with the ωB97M-V functional and the def2-TZVPD basis.

The orbital gap (alpha / beta) is 5.61 / 5.78 eV. The energy above the lowest of the compared OMol25 structures with the same formula, charge and spin is 129.1 kJ/mol. Its expectation value of S² is 6.30. For the total energy, the calculation gives -109076.46141 eV.

Structure (ORCA input):
```
! RIJCOSX wB97M-V def2-TZVPD def2/J DEFGRID3
* xyz 1 5
Mn 0.07225 -1.51723 -1.17083
C -4.64245 4.49787 0.00427
C -3.66325 4.25077 -1.15113
C -4.39475 4.40087 -2.49403
C -2.56625 5.31747 -1.08613
C -3.11005 2.83607 -1.08173
C -1.75485 2.58037 -1.04123
C -1.27735 1.26427 -1.08113
N -0.02705 0.80197 -0.99593
C 1.20235 1.30127 -0.82913
C 1.61425 2.60387 -0.54783
C 2.96385 2.91117 -0.46033
C 3.89345 1.88047 -0.61503
C 3.55535 0.54737 -0.85793
C 2.19275 0.24197 -0.97583
O 1.65915 -0.90913 -1.27383
C 4.66225 -0.48743 -1.00123
C 4.13235 -1.91493 -1.15473
C 5.49495 -0.14653 -2.24693
C 5.54275 -0.44563 0.25767
C 3.36475 4.35687 -0.21233
C 4.87945 4.56787 -0.24313
C 2.73905 5.23887 -1.30493
C 2.84545 4.79897 1.16407
C -2.20285 0.15707 -1.24403
O -1.65815 -1.00973 -1.42923
C -3.58925 0.41407 -1.19773
C -3.99345 1.73927 -1.11203
C -4.55845 -0.75873 -1.21403
C -6.02095 -0.31143 -1.23383
C -4.32045 -1.64433 -2.44513
C -4.29915 -1.56223 0.06967
H -5.01705 5.51717 -0.05083
H -4.14295 4.36597 0.96167
H -5.49145 3.82277 -0.04103
H -4.79035 5.40897 -2.58573
H -5.22005 3.70027 -2.57523
H -3.71075 4.22177 -3.32053
H -3.02225 6.30177 -1.14753
H -1.87205 5.22677 -1.91833
H -2.01715 5.26847 -0.14843
H -1.04275 3.38237 -0.99633
H 0.87685 3.36877 -0.37943
H 4.93695 2.12447 -0.53983
H 3.57555 -2.03413 -2.08073
H 3.48695 -2.18713 -0.32153
H 4.96845 -2.60943 -1.17423
H 4.86795 -0.15953 -3.13583
H 6.28415 -0.88273 -2.37503
H 5.95565 0.83417 -2.16793
H 4.93645 -0.62663 1.14307
H 6.04225 0.51127 0.37107
H 6.30745 -1.21593 0.19977
H 5.29505 4.27097 -1.20303
H 5.37345 4.01657 0.55347
H 5.09575 5.62377 -0.09663
H 3.04795 4.90027 -2.29113
H 3.06405 6.26807 -1.17593
H 1.65365 5.22497 -1.26563
H 3.25355 4.16107 1.94507
H 1.76065 4.75757 1.21177
H 3.15345 5.82337 1.36067
H -5.05205 1.94607 -1.09723
H -6.23675 0.28037 -2.11903
H -6.27755 0.25917 -0.34583
H -6.65945 -1.18983 -1.26003
H -4.40415 -1.06043 -3.35913
H -5.06975 -2.43153 -2.47423
H -3.33865 -2.10933 -2.41723
H -4.48515 -0.94183 0.94467
H -3.26935 -1.91213 0.10337
H -4.95815 -2.42483 0.11007
O 0.12095 -1.25583 1.01107
S -0.47565 -0.24913 1.96217
C 0.89465 0.09077 3.10737
C 1.11955 1.39877 3.50307
C 2.19035 1.68267 4.33247
C 3.03105 0.66587 4.75267
C 2.80295 -0.63963 4.34427
C 1.73345 -0.93063 3.51437
C -1.50885 -1.20583 3.10617
C -2.43595 -0.46263 3.81857
C -3.28435 -1.09723 4.70547
C -3.20425 -2.47033 4.86967
C -2.28345 -3.20763 4.14247
C -1.43015 -2.57873 3.24677
H 0.46505 2.18417 3.16417
H 2.36825 2.69907 4.64907
H 3.86795 0.88857 5.39617
H 3.45295 -1.43513 4.67097
H 1.55455 -1.93803 3.17317
H -2.48215 0.60417 3.66867
H -4.00545 -0.52113 5.26197
H -3.86425 -2.96573 5.56427
H -2.22825 -4.27633 4.27297
H -0.72795 -3.14713 2.65617
O 0.64365 -3.12033 -2.43203
C 0.09255 -3.91163 -1.62493
O -0.59555 -3.40043 -0.69303
C 0.25855 -5.38023 -1.71773
C -0.31115 -6.19283 -0.73643
C -0.11105 -7.55843 -0.76473
C 0.66915 -8.10533 -1.77693
C 1.22595 -7.31003 -2.77263
C 1.02345 -5.94363 -2.73713
N 0.93285 -9.53323 -1.76143
O 1.63565 -9.97683 -2.63763
O 0.44345 -10.17463 -0.86143
H -0.89925 -5.74453 0.04777
H -0.54085 -8.21153 -0.01813
H 1.81315 -7.77093 -3.55343
H 1.45465 -5.30213 -3.48983
*
```